44
Properties=species:S:1:pos:R:3:forces:R:3 method="wB97M-V/def2-TZVPD" relative_energy_kj_mol=221.4 total_energy_ha=-1009.37828 smiles=CCN1CCN(c2cc3c(nn2)Oc2ccccc2N3C)CC1 spin_multiplicity=1 max_force_ev_per_a=1.4 gap_ha=0.2885
C -4.641 0.278 2.553 0.23 -0.18 -0.12
H -4.622 1.363 2.521 -0.01 0.14 0.03
H -5.667 -0.051 2.416 -0.11 -0.03 0.00
H -4.292 -0.045 3.531 0.02 0.04 0.16
C -3.759 -0.320 1.460 -0.21 0.10 0.19
N -4.281 0.015 0.145 0.02 -0.15 0.04
C -3.950 -0.942 -0.885 0.14 -0.03 -0.04
H -4.498 -0.658 -1.787 0.02 -0.11 -0.03
C -2.435 -0.996 -1.172 -0.04 -0.15 -0.06
N -1.901 0.346 -1.136 -0.37 -0.08 0.03
C -0.624 0.632 -0.784 0.76 0.10 0.16
N -0.332 1.916 -0.579 -0.99 -0.22 -0.21
N 0.885 2.276 -0.263 1.34 -0.11 0.31
C 1.833 1.396 -0.107 -0.68 -0.26 -0.30
C 1.632 -0.002 -0.287 -0.16 0.35 0.00
C 0.361 -0.380 -0.660 0.02 0.18 0.06
H 0.122 -1.406 -0.880 0.02 -0.07 -0.02
N 2.683 -0.869 -0.085 -0.27 0.11 0.12
C 3.971 -0.334 0.006 0.23 0.31 0.03
C 5.116 -1.116 -0.077 -0.07 0.07 0.00
C 6.374 -0.548 0.055 0.08 0.00 0.02
C 6.509 0.811 0.258 0.01 -0.03 -0.01
C 5.378 1.611 0.311 -0.30 -0.12 -0.03
C 4.120 1.050 0.184 0.40 -0.17 -0.08
O 3.050 1.902 0.244 0.13 0.05 0.20
H 5.446 2.677 0.455 -0.01 0.14 0.01
H 7.486 1.255 0.367 0.09 0.04 0.01
H 7.246 -1.180 -0.005 0.08 -0.05 -0.01
H 5.039 -2.177 -0.253 -0.06 -0.10 -0.02
C 2.470 -2.293 -0.044 -0.03 -0.07 -0.07
H 2.569 -2.753 -1.033 -0.01 -0.07 0.03
H 1.472 -2.495 0.343 0.04 -0.02 -0.01
H 3.191 -2.747 0.635 -0.04 -0.01 -0.03
C -2.859 1.402 -1.365 -0.21 0.22 0.02
H -2.320 2.347 -1.333 -0.21 -0.07 -0.12
C -3.964 1.372 -0.292 -0.08 0.13 -0.24
H -4.873 1.830 -0.698 0.12 0.15 0.02
H -3.645 1.956 0.571 -0.02 0.03 0.01
H -3.292 1.267 -2.363 0.01 0.08 0.04
H -1.952 -1.601 -0.399 0.00 0.01 -0.05
H -2.252 -1.471 -2.148 0.01 -0.10 0.09
H -4.297 -1.932 -0.580 0.01 0.02 -0.11
H -2.720 0.020 1.600 0.01 -0.10 -0.03
H -3.775 -1.408 1.559 0.07 0.01 -0.02